# C5H10O2

One molecule with the formula C5H10O2 (ωB97M-V/def2-TZVPD, the Open Molecules 2025 dataset).

```
! wB97M-V def2-TZVPD RIJCOSX def2/J DEFGRID3
* xyz 0 1
C 0.2264 2.0045 -0.4760
C -0.7195 0.9061 0.0065
O -1.2699 0.1825 -1.0746
C -0.0221 -0.0078 1.0651
C -0.0222 -1.5096 0.7229
C 0.9289 -1.9096 -0.3804
O 1.0521 -1.3209 -1.4351
H 0.5031 2.6738 0.3479
H 1.1473 1.5658 -0.8788
H -0.2463 2.5942 -1.2675
H -1.5869 1.3819 0.4799
H -0.5225 -0.1996 -1.5643
H 1.0088 0.3373 1.2255
H -0.5285 0.1029 2.0314
H -1.0285 -1.7935 0.3870
H 0.2067 -2.1163 1.6065
H 1.5412 -2.8174 -0.2024
*
```

Output
Gap between HOMO and LUMO (eV): 10.77
E_tot (hartree): -346.9759
LUMO level (eV): 0.796
E_HOMO (eV): -9.97
SMILES: C[C@@H](O)CCC=O



# C5H10O2

One molecule with the formula C5H10O2 in a non-equilibrium geometry (ωB97M-V/def2-TZVPD, the Open Molecules 2025 dataset).

```
! wB97M-V def2-TZVPD RIJCOSX def2/J DEFGRID3
* xyz 0 1
C 0.8975 1.0508 -0.8355
O 2.2214 0.5759 -0.5821
C 0.0541 -0.0057 -1.5162
C -0.3011 -1.2755 -0.6512
C -0.4096 -1.1214 0.8555
C -1.4561 -0.1362 1.3086
O -1.2910 1.0040 1.6645
H 0.8613 1.9009 -1.5220
H 0.4910 1.2360 0.1716
H 2.1688 0.1518 0.2781
H 0.4853 -0.4152 -2.4361
H -0.9316 0.4082 -1.7548
H 0.4416 -2.0728 -0.7841
H -1.2185 -1.8189 -0.9380
H 0.5501 -0.8971 1.3785
H -0.7136 -2.0430 1.3679
H -2.4978 -0.4964 1.3037
*
```

Output
Gap between HOMO and LUMO (eV): 10.71
E_tot (hartree): -346.9516
LUMO level (eV): 0.762
E_HOMO (eV): -9.95
SMILES: O=CCCCCO



# C5H10O2

One molecule with the formula C5H10O2 (ωB97M-V/def2-TZVPD, the Open Molecules 2025 dataset).

```
! wB97M-V def2-TZVPD RIJCOSX def2/J DEFGRID3
* xyz 0 1
C -2.0916 -0.5499 -0.1413
C -0.6561 0.0550 -0.1945
O -0.7330 1.2070 -0.9918
C 0.0464 0.1128 1.1393
C 1.0298 0.1180 0.0496
C 1.9013 -0.9214 -0.5618
O 1.6665 1.3397 -0.1266
H -2.6965 0.2846 0.2770
H -2.5526 -0.7734 -1.1087
H -2.2798 -1.3885 0.5410
H -1.2615 1.8792 -0.5606
H -0.0733 1.0041 1.7570
H 0.0238 -0.8177 1.7029
H 2.8623 -1.0368 -0.0504
H 1.3497 -1.8547 -0.6300
H 2.1090 -0.5615 -1.5792
H 1.3149 1.9861 0.5031
*
```

Output
Gap between HOMO and LUMO (eV): 9.01
E_tot (hartree): -346.8792
LUMO level (eV): 0.831
E_HOMO (eV): -8.18
SMILES: C[C@]1(O)C[C@@]1(C)O



# C5H10O2

C5H10O2 as an isolated structure (ωB97M-V/def2-TZVPD, the Open Molecules 2025 dataset).

```
! wB97M-V def2-TZVPD RIJCOSX def2/J DEFGRID3
* xyz 0 1
O -2.5501 -0.0485 0.0133
C -1.3978 0.6004 0.5192
C -0.2651 -0.4105 0.5014
C 0.1782 -0.8396 -0.9307
C 1.6681 -0.5726 -0.8900
O 2.0441 -0.3940 0.3647
C 1.0405 0.0942 1.0882
H -3.2563 0.6044 -0.0540
H -1.1213 1.4686 -0.0957
H -1.5573 0.9541 1.5507
H -0.6223 -1.2851 1.0665
H -0.0479 -1.8960 -1.1241
H -0.3321 -0.2600 -1.7062
H 1.3950 1.3075 -0.8441
H 2.4186 -1.0235 -1.5284
H 1.1451 1.5148 -0.0762
H 1.2606 0.1856 2.1455
*
```

Output
Gap between HOMO and LUMO (eV): 8.30
E_tot (hartree): -346.8271
LUMO level (eV): 0.924
E_HOMO (eV): -7.37



# C5H10O2

C5H10O2 as an isolated structure (ωB97M-V/def2-TZVPD, the Open Molecules 2025 dataset).

```
! wB97M-V def2-TZVPD RIJCOSX def2/J DEFGRID3
* xyz 0 1
C -2.1285 -0.5388 0.4126
C -1.1002 0.2409 -0.4023
O -1.0009 1.5770 0.0542
C 0.2605 -0.4384 -0.3547
C 1.4988 0.3343 -0.8309
C 2.0707 -0.0632 0.5333
O 0.7699 -0.4678 0.9980
H -3.0957 -0.0294 0.3810
H -2.2540 -1.5583 0.0312
H -1.8031 -0.6057 1.4570
H -1.4171 0.3035 -1.4509
H -0.5591 1.5213 0.9149
H 0.1938 -1.4567 -0.7675
H 2.0118 -0.0249 -1.7254
H 1.2908 1.4035 -0.9064
H 2.5045 0.7217 1.1620
H 2.7578 -0.9190 0.4939
*
```

Output
Gap between HOMO and LUMO (eV): 10.91
E_tot (hartree): -346.9533
LUMO level (eV): 1.052
E_HOMO (eV): -9.86



# C5H10O2

A 2-piece molecular cluster, C5H10O2 overall in a non-equilibrium geometry (ωB97M-V/def2-TZVPD, the Open Molecules 2025 dataset).

```
! wB97M-V def2-TZVPD RIJCOSX def2/J DEFGRID3
* xyz 0 1
C -0.4871 -1.6229 -1.0790
C -0.7312 -0.5416 -0.0562
C -0.0243 0.5917 -0.0082
O 1.0604 0.8791 -0.7679
C -0.4547 1.7135 0.8710
C -1.7009 2.1612 0.7797
H 0.5116 -1.7700 -1.4632
H -0.7168 -2.5754 -0.6027
H -1.0963 -1.4506 -1.9724
H -1.4940 -0.7765 0.6636
H 1.8034 0.2818 -0.8926
H 0.2728 2.1212 1.5699
H -2.2622 1.7946 -0.0496
H -2.2826 2.9242 1.2837
H 2.0756 -0.6707 0.8855
H 3.2180 -1.6505 0.5276
O 2.3084 -1.4087 0.3111
*
```

Output
Gap between HOMO and LUMO (eV): 9.00
E_tot (hartree): -346.9284
LUMO level (eV): 0.531
E_HOMO (eV): -8.47
SMILES: C=C/C(O)=C/C.O



# C5H10O2

A 2-piece molecular cluster, C5H10O2 overall (ωB97M-V/def2-TZVPD, the Open Molecules 2025 dataset).

```
! wB97M-V def2-TZVPD RIJCOSX def2/J DEFGRID3
* xyz 0 1
C 1.7396 0.4708 -1.4820
C 0.2944 0.1657 -1.1886
O -0.4601 -0.3311 -1.9997
C -0.2211 0.5111 0.2007
C -0.7538 -0.6689 1.0289
C 0.4119 -0.3318 1.9705
O 0.8160 0.7824 1.1525
H 1.9509 0.2649 -2.5326
H 1.9648 1.5148 -1.2393
H 2.3830 -0.1390 -0.8389
H -3.4249 -0.1708 -0.9855
H -2.7477 -0.2517 -1.2883
H -0.9145 1.3582 0.1009
H -1.7511 -0.5192 1.4462
H -0.7120 -1.6375 0.5261
H 1.2019 -1.0896 2.0389
H 0.1338 -0.0091 2.9797
*
```

Output
Gap between HOMO and LUMO (eV): 10.35
E_tot (hartree): -346.9163
LUMO level (eV): 0.910
E_HOMO (eV): -9.44
SMILES: CC(=O)[C@H]1CCO1.[H][H]



# C5H10O2

C5H10O2 as an isolated structure (ωB97M-V/def2-TZVPD, the Open Molecules 2025 dataset).

```
! wB97M-V def2-TZVPD RIJCOSX def2/J DEFGRID3
* xyz 0 1
C 0.4371 1.8454 -1.2377
C 0.5387 0.4710 -0.5968
O 1.5937 0.4824 0.3100
C -0.7822 0.0844 0.1134
C -1.0434 -1.3145 0.5452
C -0.0333 -2.2168 0.9078
O 1.2013 -2.0292 0.9626
H -0.3697 1.8898 -1.9775
H 0.2634 2.6133 -0.4736
H 1.3818 2.0797 -1.7340
H 0.6611 -0.3029 -1.3713
H 1.6789 -0.4585 0.6233
H -0.5914 1.0068 1.0807
H -1.6895 0.5544 -0.2737
H -2.0808 -1.6223 0.5966
H -0.7521 0.1415 1.3598
H -0.4137 -3.2243 1.1652
*
```

Output
Gap between HOMO and LUMO (eV): 8.63
E_tot (hartree): -346.8340
LUMO level (eV): 0.381
E_HOMO (eV): -8.24